Computed, not measured: a structure of composition C14H30F3N3O8PS2, with wB97M-V/def2-TZVPD.

Properties
* 2S+1: 1
* total charge: +1

Geometry (Å):
C  -4.30542  -1.13296  2.20951
C  -2.78065  -1.35844  2.44367
C  -2.22874  -2.60919  1.67819
C  -0.89257  -2.24972  0.96483
C  -0.77429  -2.80906  -0.48642
N  -1.19057  -1.79104  -1.47839
S  -2.86436  -1.33788  -1.37536
C  -0.40296  -1.28095  -2.37299
N  0.93701  -1.67666  -2.54860
O  1.06922  -2.99472  -2.95755
C  1.93251  -1.18473  -1.61415
O  1.40220  -0.65405  -0.42633
C  2.44209  -0.18951  0.44854
C  2.58026  -1.13618  1.65187
O  3.63282  -0.82190  2.52228
C  3.61652  0.52104  2.99916
C  2.25045  0.98400  3.54834
O  2.35346  2.18326  4.29705
C  2.84822  3.27013  3.52456
C  2.06122  4.56979  3.77273
N  -0.88487  -0.35512  -3.29395
P  -1.12935  1.34868  -2.69521
O  -0.23777  1.63406  -1.38184
O  -2.69966  1.62709  -2.33544
S  0.17884  -0.21991  -4.65826
O  1.30942  0.55647  -4.30331
O  0.43022  -1.45322  -5.28230
C  -0.79041  0.81729  -5.89687
F  -0.48119  2.06491  -5.71762
F  -2.07506  0.63767  -5.77782
F  -0.34855  0.50030  -7.06221
H  -4.50287  -0.05449  2.25740
H  -4.88255  -1.58969  3.01520
H  -4.62371  -1.45864  1.21413
H  -2.58090  -1.44459  3.51476
H  -2.27918  -0.43351  2.12617
H  -2.98222  -2.98022  0.98018
H  -2.04148  -3.35030  2.45921
H  -0.07673  -2.66894  1.56055
H  -0.71108  -1.17216  0.92862
H  0.25472  -3.13155  -0.61173
H  -1.47323  -3.64195  -0.59718
H  -2.89803  -0.59935  -0.23239
H  1.48938  -3.53915  -2.26882
H  2.51159  -0.38863  -2.11556
H  2.67590  -1.96326  -1.36690
H  2.19134  0.83498  0.73742
H  3.39617  -0.14821  -0.09655
H  1.60820  -1.24646  2.15487
H  2.80619  -2.12925  1.23447
H  4.30344  0.55385  3.85266
H  4.04417  1.22221  2.26820
H  1.87308  0.20896  4.22333
H  1.50294  1.17741  2.76008
H  2.81341  3.08009  2.44178
H  3.88824  3.45436  3.83181
H  1.13039  4.50895  3.19734
H  2.65487  5.38666  3.35162
H  1.85367  4.70893  4.83406
H  0.56541  2.12747  -1.61126
H  -3.23110  0.96338  -2.81309

=====

Computed, not measured: the molecule C3H4N2, with wB97M-V/def2-TZVPD.

Properties
* SMILES: c1c[nH]cn1
* ΔE to the lowest compared entry with this formula, charge and spin: 42.7 kcal per mole
* 2S+1: 1

Geometry (Å):
C  0.94847  0.92980  -0.03089
C  -0.70389  0.76678  -0.09626
C  0.41633  -1.13193  -0.07829
N  1.37502  -0.30595  -0.03221
N  -0.80230  -0.55520  -0.07851
H  1.51989  1.82264  0.04150
H  -1.61794  1.46790  0.03421
H  0.59871  -2.19584  0.15200
H  -1.73431  -0.79820  0.08846

=====

Computed, not measured: a structure of composition C47H54N5P2RhSi2, with wB97M-V/def2-TZVPD.

Properties
* ΔE to the lowest compared entry with this formula, charge and spin: 49.6 kcal per mole
* 2S+1: 1

Geometry (Å):
Rh  0.48764  -0.15967  -0.20832
N  -2.47290  -0.24747  -0.98012
P  -1.99665  -1.53244  0.04966
C  -3.40379  -1.35217  1.23576
C  -3.19397  -0.95238  2.54770
C  -4.26940  -0.64258  3.36393
C  -5.56207  -0.72469  2.87978
C  -5.78146  -1.14417  1.57669
C  -4.70991  -1.45566  0.76242
C  -2.63521  -2.95868  -0.89772
C  -2.82766  -4.16122  -0.22233
C  -3.21561  -5.29555  -0.90828
C  -3.40272  -5.24628  -2.28159
C  -3.20056  -4.05727  -2.96250
C  -2.81026  -2.92129  -2.27598
P  -1.37749  1.06986  -0.94045
C  -2.32618  2.10634  -2.11262
C  -3.06009  1.52453  -3.14500
C  -3.82017  2.30640  -3.99358
C  -3.83348  3.68332  -3.84388
C  -3.07184  4.27381  -2.84487
C  -2.31612  3.49360  -1.99308
C  -1.65234  1.98556  0.59511
C  -2.83078  2.51198  1.04160
C  -2.87619  3.25344  2.22564
C  -1.69075  3.50169  2.92974
C  -0.50705  2.92534  2.58181
C  -0.39804  1.99804  1.42698
H  -3.46952  -0.02842  -0.99871
H  -2.19357  -0.86597  2.94072
H  -4.08984  -0.33005  4.38187
H  -6.40001  -0.46302  3.50841
H  -6.78893  -1.22466  1.19254
H  -4.88745  -1.78360  -0.25467
H  -2.67734  -4.19173  0.84861
H  -3.37469  -6.22169  -0.37488
H  -3.69493  -6.13733  -2.81823
H  -3.35092  -4.01871  -4.03264
H  -2.64264  -1.99434  -2.80588
H  -3.04418  0.45298  -3.27601
H  -4.41355  1.83833  -4.76680
H  -4.42949  4.29436  -4.50551
H  -3.08107  5.34647  -2.72172
H  -1.72328  3.94598  -1.21051
H  -3.73188  2.39354  0.45193
H  -3.80395  3.69258  2.55498
H  -1.71986  4.17786  3.77124
H  0.41302  3.22297  3.06509
H  0.43473  2.36312  0.79583
C  3.65919  1.56148  1.74259
Si  4.04251  0.86552  -0.00219
C  5.64311  1.79176  -0.52017
C  4.65818  -0.94732  0.05460
C  2.51242  1.08684  -1.10804
C  2.32951  0.08190  -2.16021
C  3.19154  -0.14179  -3.23483
C  2.86510  -1.08509  -4.18808
C  1.67480  -1.79455  -4.05304
C  0.87454  -1.54280  -2.95579
N  1.19616  -0.63525  -2.03519
Si  2.23701  2.81850  -1.83366
C  3.76944  3.59548  -2.69749
C  0.96132  2.73776  -3.25502
C  1.75002  4.08999  -0.49123
H  4.25956  1.06860  2.50217
H  2.61329  1.44288  2.00949
H  3.89324  2.62118  1.78938
H  6.48488  1.44181  0.07198
H  5.55310  2.85947  -0.35635
H  5.89601  1.63540  -1.56391
H  5.74270  -0.98362  0.01637
H  4.28524  -1.51496  -0.79069
H  4.34852  -1.46495  0.95479
H  4.09694  0.43933  -3.30795
H  3.51599  -1.26365  -5.03182
H  1.38007  -2.52708  -4.78844
H  -0.05032  -2.08777  -2.80268
H  4.31379  2.87664  -3.30165
H  4.46281  4.01368  -1.97684
H  3.46145  4.40189  -3.35811
H  1.30316  2.05527  -4.02979
H  0.81484  3.71118  -3.71448
H  -0.00812  2.38715  -2.91585
H  2.09202  3.77743  0.48937
H  0.67706  4.24310  -0.44001
H  2.20591  5.05219  -0.69577
N  3.51361  -4.92160  2.55217
C  2.89983  -3.83328  1.97100
C  2.50442  -3.89103  0.60817
C  1.90960  -2.79286  0.02460
N  1.65831  -1.65052  0.63710
C  1.84003  -1.59726  2.05596
C  2.62402  -2.69425  2.66143
H  3.97586  -5.55910  1.92443
H  3.99123  -4.74255  3.42040
H  2.72171  -4.76902  0.02358
H  1.66105  -2.85689  -1.02823
H  2.29585  -0.63891  2.32718
H  2.91564  -2.56995  3.69388
N  -0.06613  0.56456  1.60817
C  0.01595  -0.05873  2.78399
C  0.34566  -1.53006  2.69744
C  0.21557  -2.26801  3.97510
C  0.06335  -1.64031  5.16569
C  -0.02042  -0.23667  5.22072
C  -0.05060  0.51282  4.05660
H  -0.27888  -2.02361  1.93663
H  0.26787  -3.34551  3.91063
H  -0.01641  -2.21594  6.07984
H  -0.08036  0.26104  6.17741
H  -0.18931  1.57893  4.14249

=====

Computed, not measured: the molecule C3H6N4O, with wB97M-V/def2-TZVPD.

Properties
* SMILES: N[C@H]1C=NN=C1NO
* ΔE to the lowest compared entry with this formula, charge and spin: 94.7 kcal per mole
* 2S+1: 1

Geometry (Å):
C  0.88987  0.23672  -0.04346
C  0.75565  1.29472  -1.07516
C  -0.57824  0.13358  0.29410
H  0.86795  -1.60355  -1.10309
H  2.38334  -1.07934  -0.68673
H  1.36202  0.70239  0.83173
H  1.57656  1.76577  -1.59350
H  -0.60737  -1.50407  1.57429
H  -2.82847  0.03177  0.98412
N  1.42958  -1.06420  -0.33397
N  -0.48990  1.57222  -1.36085
N  -1.30683  0.87086  -0.40211
N  -1.04247  -0.59404  1.39595
O  -2.41167  -0.76282  1.51868

=====

Computed values of E_tot (unit: Ha) for the preceding records, in sequence: -2754.5221; -226.1572; -3469.3533; -412.0580.